Entry 1:
{"formula": "C33H46Cl3N3P2PdSSiTe", "method": "ωB97M-V/def2-TZVPD", "species": ["Pd", "C", "C", "C", "P", "C", "C", "C", "C", "C", "C", "C", "C", "C", "C", "N", "C", "C", "C", "C", "C", "C", "C", "P", "C", "C", "C", "C", "C", "C", "H", "H", "H", "H", "H", "H", "H", "H", "H", "H", "H", "H", "H", "H", "H", "H", "H", "H", "H", "H", "H", "H", "H", "H", "H", "H", "H", "H", "H", "H", "H", "H", "H", "H", "H", "H", "H", "H", "H", "H", "Cl", "Si", "Cl", "Cl", "Te", "N", "C", "N", "C", "C", "C", "C", "C", "C", "S", "H", "H", "H", "H", "H", "H"], "positions_angstrom": [[-0.3181, -0.8504, 0.0787], [-2.5173, 2.2990, 1.6051], [-1.7277, 2.4196, 0.2555], [-0.3034, 2.8644, 0.5123], [-1.7526, 0.8514, -0.7349], [-1.6113, 1.1884, -2.5596], [-1.7512, -0.0488, -3.5600], [-2.5922, 2.2308, -2.9112], [-3.2965, 0.0404, -0.3250], [-4.5100, 0.7139, -0.5378], [-5.6906, -0.0406, -0.7436], [-6.9267, 0.6025, -1.2576], [-5.6108, -1.3866, -0.4761], [-4.4704, -2.0798, -0.1499], [-3.2572, -1.3624, -0.0051], [-2.0460, -1.8534, 0.4266], [-1.8876, -3.0714, 0.9975], [-2.9626, -3.8606, 1.5041], [-2.7872, -5.2054, 1.8553], [-1.5091, -5.8101, 1.8622], [-1.2326, -7.2202, 2.2644], [-0.3929, -4.9784, 1.5167], [-0.5692, -3.6802, 1.1613], [1.0228, -2.8998, 0.6698], [1.3372, -3.4564, -1.1332], [0.6080, -4.7371, -1.5513], [1.0468, -2.4327, -2.2160], [2.5982, -3.7116, 1.5722], [2.2729, -3.6266, 3.0736], [3.9060, -3.0203, 1.0477], [-3.3670, 3.0126, 1.4795], [-1.8498, 2.7281, 2.3463], [-2.8843, 1.2700, 1.9152], [-2.2642, 3.1501, -0.3455], [-0.2702, 3.8945, 0.6793], [0.3932, 2.7332, -0.3287], [0.1059, 2.3332, 1.3743], [-0.5580, 1.5659, -2.6485], [-2.7061, -0.5742, -3.4186], [-0.8804, -0.7226, -3.4961], [-1.7312, 0.4121, -4.6036], [-3.6372, 2.0063, -2.7624], [-2.4877, 2.3888, -3.9900], [-2.3430, 3.1886, -2.4655], [-4.5559, 1.7751, -0.5412], [-7.0256, 1.6664, -1.0031], [-7.8024, 0.0850, -0.8670], [-6.9991, 0.5006, -2.3436], [-6.5126, -1.9803, -0.5965], [-4.4974, -3.1819, -0.1968], [-3.9148, -3.3722, 1.5838], [-3.6702, -5.7927, 2.1186], [-1.7158, -7.5387, 3.1947], [-0.1568, -7.4345, 2.2419], [-1.7620, -7.8781, 1.5351], [0.6364, -5.2912, 1.6568], [2.4410, -3.6575, -1.1503], [-0.4888, -4.6832, -1.4633], [0.9495, -5.6100, -0.9865], [0.8951, -4.9669, -2.6174], [-0.0297, -2.4105, -2.3562], [1.5365, -2.7456, -3.1359], [1.4198, -1.4159, -2.0233], [2.5911, -4.8337, 1.3113], [1.3404, -3.1032, 3.1848], [2.9762, -3.1077, 3.7132], [2.2731, -4.6950, 3.5418], [4.7323, -3.1196, 1.7863], [3.6783, -2.0279, 0.6908], [4.1738, -3.7065, 0.1824], [7.0430, 4.2469, 1.0145], [5.8322, 3.7603, -0.5706], [6.8075, 3.6138, -2.3708], [4.8727, 2.1991, 0.1653], [1.4488, -0.5298, 1.8575], [4.8019, 6.0067, -3.0192], [4.8803, 6.1444, -1.6871], [4.5728, 5.0890, -0.8137], [3.9882, 5.6970, 0.3808], [3.5018, 4.9464, 1.4736], [3.3098, 5.5886, 2.6740], [3.6626, 6.9669, 2.8308], [3.9213, 7.7276, 1.7200], [4.1373, 7.0957, 0.4288], [4.9891, 7.7188, -0.9294], [4.8664, 6.7955, -3.6157], [4.7770, 5.0756, -3.4636], [3.3383, 3.8650, 1.4358], [2.8057, 5.1185, 3.4932], [3.5127, 7.3301, 3.8507], [3.8295, 8.8055, 1.7072]], "forces_ev_per_a": [[0.2727, 1.5601, -0.4390], [-0.5274, 0.1397, -0.6816], [-0.5615, -0.7032, -0.2717], [0.6531, -1.1332, -0.6699], [1.1544, -1.4712, 1.2814], [0.5989, -1.3367, 0.1922], [0.5148, 1.4029, -0.0067], [0.0188, 1.5242, -1.7626], [-0.7546, -0.0268, -0.3089], [-0.5191, -2.3204, -0.4036], [1.3090, 1.5426, 0.9439], [-0.8150, 0.0528, 0.0659], [-0.7827, -0.8902, -0.7098], [0.6675, -0.1259, -0.4484], [0.0723, 0.6788, 0.0115], [-0.4333, -0.3501, -0.2436], [0.5188, -1.8169, 0.7731], [1.1361, -0.2936, -0.1915], [0.8815, 0.1275, -0.0445], [0.8439, 1.4033, -0.0830], [-1.1556, -0.9850, -0.8472], [-2.0189, -1.4609, 1.4349], [0.0852, 1.3143, -0.9358], [0.3838, -1.6011, -2.1008], [0.8241, -0.7604, 0.2326], [0.6256, -0.7388, -0.6775], [0.2432, 0.5962, 0.2590], [-1.1610, -0.7024, -0.1913], [0.5509, -2.0852, 0.8372], [-0.5813, -2.7953, -0.5844], [0.2942, -0.8475, 0.5462], [-0.1722, -0.1939, 0.4236], [0.5821, 1.3075, -0.5052], [0.1383, 0.2464, -0.0904], [-0.0675, 1.7934, 0.6826], [-0.2550, -0.3497, 0.0595], [0.0625, 0.0155, -0.1400], [-0.8570, -0.1546, 0.0003], [0.3573, 0.0557, -0.0015], [-0.5745, 0.1477, 0.1484], [-0.1253, -0.6599, 1.2728], [-0.2352, -0.3483, 0.3779], [-0.1866, 0.2579, -0.0761], [-0.1891, 0.1515, 0.2180], [0.1212, 0.8337, -0.4686], [0.1807, -0.2624, -0.0482], [-0.1524, 0.0724, 0.0767], [0.1150, 0.1375, -0.0318], [-0.0543, 0.0181, -0.1176], [0.0125, 0.9203, 0.3769], [-0.1595, -0.3354, 0.1672], [0.2808, 0.1390, 0.1290], [0.4599, 0.3823, 0.2314], [-0.3956, -0.0803, 0.1827], [0.6856, 0.1349, 0.1766], [-0.3151, -0.6063, -0.0648], [-0.8220, 0.0822, 0.0898], [0.4038, 0.1641, -0.0582], [-0.1617, 0.1025, 0.1438], [-0.4915, 0.2517, 0.8483], [-0.1822, 0.2320, -0.2543], [-0.1587, -0.1674, -0.2225], [-0.1701, -0.2262, 0.2307], [0.1559, 1.7354, 0.0128], [-0.5407, -0.2625, 0.6553], [0.4563, 0.4207, -0.3275], [-0.4900, 1.7998, -0.8342], [-0.6814, 0.4774, -0.4187], [0.4644, 0.4109, 0.0754], [0.1555, 1.2987, 0.7121], [0.3252, 0.1682, -0.4641], [-0.9153, 2.7561, 0.0880], [-0.1803, -0.3160, 0.6926], [-0.5097, -1.4330, -0.2777], [0.5370, 2.2187, 1.3906], [-0.5624, -1.6030, -2.1579], [0.7124, 0.2700, 1.3635], [0.5433, -0.6059, 0.7889], [0.8753, -0.5440, -0.2532], [0.0273, 0.0573, -0.1653], [0.6211, 1.4638, -0.3054], [-1.4929, -1.4152, 0.1502], [0.0334, -0.1407, -1.9867], [-0.5858, -1.2015, 3.0522], [0.0813, 0.1298, -0.7423], [0.0123, 0.4637, -0.3288], [0.0827, 1.1620, 0.6314], [-0.0955, 0.5721, -0.3251], [0.2305, -0.5047, 0.3934], [0.0915, 0.5379, -0.5801], [0.6360, 0.1243, 0.4270]], "mulliken_spin": [0.853, 0.006, -0.007, -0.014, 0.176, 0.024, 0.037, 0.021, -0.086, -0.023, -0.002, 0.002, 0.000, 0.021, 0.090, 0.098, -0.008, 0.017, -0.004, 0.014, -0.001, -0.041, -0.045, 0.445, 0.022, 0.006, 0.030, 0.065, 0.001, -0.017, -0.001, -0.003, -0.001, -0.005, 0.001, -0.003, 0.047, 0.014, -0.004, 0.001, 0.001, 0.000, -0.002, 0.000, 0.000, 0.000, 0.000, 0.000, 0.000, 0.000, -0.001, 0.000, 0.001, 0.000, 0.001, 0.001, -0.009, 0.002, -0.002, 0.003, -0.006, 0.004, -0.027, -0.002, 0.016, -0.005, 0.004, -0.007, 0.026, 0.004, 0.010, 0.034, 0.002, 0.008, 1.275, 0.193, 0.612, 0.041, 0.015, -0.019, 0.002, 0.003, 0.010, 0.013, 0.090, -0.010, -0.026, 0.019, 0.001, 0.001, 0.000], "lumo_ev": [0.36, -1.32], "homo_energy_ev": [-5.071, -6.461], "orbital_gap_ev": [5.4320, 5.1450], "spin_multiplicity": 5, "de_lowest_ev": 3.707, "charge": 0}

Entry 2:
{"formula": "C33H46ClF3O4P4STc", "method": "ωB97M-V/def2-TZVPD", "species": ["P", "C", "C", "H", "C", "H", "C", "H", "C", "H", "C", "H", "C", "C", "H", "C", "H", "C", "H", "C", "H", "C", "H", "C", "C", "H", "C", "H", "C", "H", "C", "H", "C", "H", "Tc", "C", "C", "H", "C", "O", "H", "C", "H", "C", "Cl", "P", "P", "C", "H", "H", "H", "C", "H", "H", "H", "C", "H", "H", "H", "C", "H", "H", "H", "C", "H", "H", "H", "C", "H", "H", "H", "P", "C", "C", "H", "H", "H", "H", "H", "H", "C", "H", "H", "H", "H", "F", "C", "F", "F", "S", "O", "O", "O"], "positions_angstrom": [[-2.3538, -4.5662, -2.5079], [-1.8757, -5.5135, -1.1710], [-3.0279, -6.3039, -0.9075], [-3.9955, -5.9401, -1.2581], [-2.8740, -7.5423, -0.3108], [-3.7536, -8.1809, -0.1854], [-1.5890, -7.9470, 0.1049], [-1.4865, -8.9369, 0.5628], [-0.4657, -7.1137, -0.0565], [0.5111, -7.4701, 0.2982], [-0.5984, -5.8676, -0.6751], [0.2473, -5.1947, -0.7950], [-3.7192, -3.5050, -2.2698], [-4.3663, -3.1795, -1.0471], [-3.8700, -3.3734, -0.0927], [-5.6533, -2.6438, -1.0894], [-6.1876, -2.4065, -0.1614], [-6.2890, -2.4426, -2.3239], [-7.3170, -2.0791, -2.3596], [-5.6342, -2.7189, -3.5331], [-6.1276, -2.5901, -4.5011], [-4.3325, -3.1919, -3.5118], [-3.7790, -3.4148, -4.4308], [-1.2739, -4.2842, -3.8211], [-1.5112, -5.5132, -4.4931], [-2.1400, -6.2529, -3.9768], [-0.9836, -5.7159, -5.7550], [-1.2202, -6.6515, -6.2674], [-0.1700, -4.7133, -6.3188], [0.2424, -4.8994, -7.3140], [0.1106, -3.5157, -5.6385], [0.7657, -2.7700, -6.1128], [-0.4520, -3.2790, -4.3771], [-0.2314, -2.3636, -3.8307], [0.0346, 0.0866, 0.0369], [-1.2205, 1.3742, -1.0244], [-2.1870, 0.9672, -1.9038], [-1.1395, 2.4526, -0.8720], [-2.2797, -0.5019, -2.2129], [-2.0817, -0.6660, -3.6518], [-2.1505, -1.5836, -3.9759], [-1.2116, -0.9602, -1.3079], [-3.3166, -0.8306, -1.9960], [-0.2140, -1.5464, -0.6475], [1.4809, -1.4537, 1.3934], [1.8614, 0.1213, -1.6290], [-1.5365, -0.2665, 1.8116], [3.4233, 0.2236, -0.7282], [3.4774, -0.6372, -0.0512], [3.4371, 1.1440, -0.1324], [4.2376, 0.2184, -1.4605], [2.1277, -1.1784, -2.8592], [1.5174, -0.9885, -3.7520], [1.8431, -2.1488, -2.4350], [3.1910, -1.1969, -3.1355], [1.7859, 1.6574, -2.5762], [1.6940, 2.5121, -1.8929], [0.9007, 1.6246, -3.2241], [2.7006, 1.7378, -3.1776], [-0.6895, 0.1173, 3.3565], [-0.5849, 1.2050, 3.4409], [0.2999, -0.3571, 3.3247], [-1.2955, -0.2970, 4.1691], [-2.9008, 0.9176, 1.7557], [-3.4722, 0.7833, 0.8290], [-2.4735, 1.9283, 1.7787], [-3.5467, 0.7573, 2.6275], [-2.3007, -1.8808, 2.0782], [-1.5661, -2.6697, 1.8744], [-3.1665, -2.0081, 1.4163], [-2.6227, -1.9359, 3.1270], [-3.2280, 2.1500, -2.7990], [-3.1164, 3.7587, -2.0352], [-4.9059, 1.5165, -2.7247], [-2.0771, 4.0886, -1.9635], [-3.5343, 3.7433, -1.0249], [-3.6695, 4.5074, -2.6114], [-4.9391, 0.5073, -3.1529], [-5.5983, 2.1644, -3.2807], [-5.2305, 1.4643, -1.6774], [-2.6873, 2.2306, -4.5050], [-1.6546, 2.5976, -4.5406], [-3.3296, 2.8909, -5.1037], [-2.7094, 1.2133, -4.9095], [-0.1699, -2.6222, -0.6759], [2.3139, 4.6723, 2.3524], [2.3523, 3.3886, 1.9694], [3.3531, 3.2056, 1.0677], [2.5805, 2.5873, 3.0314], [0.7497, 2.9187, 1.1672], [-0.3462, 3.0993, 2.0947], [0.6997, 3.5629, -0.1288], [1.2205, 1.4592, 1.1038]], "forces_ev_per_a": [[0.0677, 2.1445, 1.3284], [-0.0338, -0.7906, 1.0971], [0.5792, -0.5090, 0.2562], [0.1397, -0.4008, 0.1067], [0.1652, 0.0045, 0.3906], [0.4681, 0.1487, 0.1064], [-0.3463, 0.0463, -0.1796], [0.1090, 0.4436, -0.2003], [-0.1901, -0.0123, 0.2031], [-0.4999, 0.3332, -0.1391], [-0.5640, -0.4666, -0.3165], [-0.0609, -0.2553, -0.1572], [-0.7812, 0.8010, -0.2182], [0.1158, -0.3599, -0.4902], [-0.1903, -0.0683, -0.3647], [0.0395, 0.0652, -0.1393], [0.2988, -0.1046, -0.4091], [-0.0113, -0.0581, -0.1555], [0.2851, -0.1078, 0.1094], [0.0942, 0.2833, -0.0345], [0.0642, 0.1043, 0.4625], [-0.0398, -0.2771, 0.5058], [-0.4346, 0.0295, 0.1828], [0.3917, -0.7237, -1.0669], [0.6192, 0.4987, -0.5938], [0.3479, -0.0358, -0.6827], [0.3286, 0.1245, -0.2148], [0.2981, 0.4105, -0.0447], [-0.3039, -0.4289, 0.0476], [-0.0657, 0.2199, 0.3603], [-0.1809, -0.1924, 0.0970], [-0.3735, -0.3973, 0.3458], [-0.1208, -0.5384, -0.0510], [-0.1214, -0.2419, -0.1279], [0.9739, 2.4055, 0.5670], [-0.9691, 0.8175, -0.5781], [0.6248, 1.4439, 0.0158], [-0.0349, -0.1006, 0.0623], [-0.4924, 0.7248, -0.4916], [0.2865, -0.0371, 0.5662], [-0.1520, 0.4118, 0.6783], [2.3324, -1.2975, 1.7081], [0.6694, -0.4279, 0.2885], [-5.0943, -6.0223, -4.9802], [-0.2386, 0.3271, -0.0698], [0.7615, 1.1323, 0.4927], [-0.0386, 0.9853, 1.0338], [0.1190, -0.0782, -0.0891], [0.1834, 0.2435, -0.1955], [0.0238, -0.2829, -0.1740], [0.0430, 0.0360, 0.2597], [-0.2005, -0.3203, -0.1153], [0.1665, -0.0152, 0.1993], [0.1804, 0.1137, -0.1198], [-0.3274, -0.0090, 0.0163], [0.1293, 0.0766, -0.3376], [0.0841, -0.2551, -0.1656], [0.2175, 0.0705, 0.0270], [-0.2568, 0.1810, -0.0012], [-0.0446, -0.1876, 0.2110], [-0.0097, -0.2964, 0.0611], [-0.3215, 0.1897, 0.1962], [0.2238, 0.2410, 0.1088], [-0.3630, -0.0445, 0.0969], [0.0220, 0.0327, 0.2127], [-0.1241, -0.2268, 0.0386], [-0.0072, 0.1868, -0.1895], [-0.0137, -0.3351, -0.1987], [-0.1514, 0.1144, 0.1309], [0.1972, 0.0494, 0.1787], [0.0170, -0.0622, -0.3165], [0.4711, -0.5073, 0.2558], [-0.1249, 0.4367, 0.2062], [-0.3619, 0.0894, -0.0303], [-0.0398, -0.1035, -0.0877], [0.0514, -0.1277, -0.0809], [0.0344, -0.1974, -0.0521], [0.0477, 0.1996, 0.0155], [0.2018, -0.1727, 0.1399], [0.0882, 0.0502, -0.2138], [-0.0513, 0.0711, -0.3316], [-0.2085, -0.0398, 0.0492], [0.1413, -0.1344, 0.2109], [-0.0023, 0.2472, 0.0548], [1.4483, -0.2372, 0.6818], [0.2789, -0.8045, -0.1524], [0.3264, 0.4750, 0.3505], [-0.7940, 0.3029, 0.7977], [-0.1703, 0.9186, -0.8258], [1.2370, -0.8200, 0.5812], [0.5733, 0.0544, -0.8164], [-0.1701, -0.2563, 0.7776], [-1.4861, 1.0819, -0.6714]], "mulliken_spin": [0.467, 0.006, 0.119, 0.001, -0.023, -0.001, 0.074, 0.002, 0.001, 0.001, 0.025, -0.002, 0.039, 0.062, -0.001, -0.034, 0.001, 0.087, 0.002, -0.035, 0.000, 0.101, -0.005, 0.023, 0.040, -0.016, 0.010, 0.000, 0.014, 0.001, 0.007, 0.001, 0.017, 0.016, 1.987, -0.142, 0.163, -0.077, 0.008, 0.020, -0.007, 0.063, 0.036, -0.007, 0.052, -0.067, -0.078, -0.002, 0.004, 0.000, -0.002, 0.011, 0.001, -0.001, -0.001, 0.015, -0.002, 0.002, -0.001, 0.006, -0.001, 0.001, 0.000, 0.016, 0.004, -0.005, -0.003, 0.027, -0.002, -0.003, -0.001, -0.010, 0.000, 0.011, 0.000, -0.001, 0.000, -0.002, 0.000, -0.001, 0.009, -0.001, 0.001, -0.001, -0.030, 0.000, 0.000, 0.000, 0.000, 0.003, 0.003, -0.001, 0.007], "lumo_ev": [-5.24, -7.27], "homo_energy_ev": [-12.979, -13.146], "orbital_gap_ev": [7.7352, 5.8807], "spin_multiplicity": 4, "charge": 2}